{"formula": "C41H37N8O5PRe", "method": "the ωB97M-V functional and the def2-TZVPD basis", "spin_multiplicity": 4, "max_force_ev_per_a": 3.37, "energy_ha": -2818.09019, "s_squared": 3.769, "e_homo_ev": [-12.7, -12.7], "gap_ev": [6.93, 5.55], "charge": 2, "species": ["Re", "C", "N", "C", "C", "N", "C", "P", "C", "N", "C", "C", "N", "C", "C", "N", "C", "C", "N", "C", "H", "H", "H", "H", "H", "H", "H", "H", "H", "H", "H", "H", "H", "H", "H", "O", "C", "C", "O", "O", "C", "C", "C", "C", "C", "C", "C", "C", "C", "C", "C", "C", "H", "H", "H", "H", "H", "H", "H", "H", "H", "H", "H", "O", "C", "N", "C", "C", "O", "N", "C", "C", "C", "C", "C", "C", "C", "C", "C", "C", "C", "C", "H", "H", "H", "H", "H", "H", "H", "H", "H", "H", "H"], "xyz": [[-1.23336, 0.25111, -0.93935], [-5.39715, 1.06581, -4.51328], [-4.27996, 1.34726, -3.62046], [-3.75504, 2.58615, -3.37304], [-2.76390, 2.42391, -2.45242], [-2.69153, 1.09193, -2.14578], [-3.61570, 0.45204, -2.86856], [-3.89174, -1.35580, -2.81735], [-3.83672, -1.44064, -0.98891], [-2.92464, -0.85038, -0.19721], [-3.31828, -1.06328, 1.09771], [-4.46284, -1.80148, 1.08274], [-4.77441, -2.03009, -0.22703], [-5.90546, -2.81578, -0.70416], [-2.13860, -1.84523, -3.00667], [-1.11632, -1.35353, -2.29131], [-0.01254, -2.10751, -2.60278], [-0.37940, -3.05685, -3.50650], [-1.71165, -2.88223, -3.74894], [-2.52176, -3.69894, -4.64437], [-5.70350, 1.98821, -4.99656], [-5.10866, 0.34687, -5.27751], [-6.24263, 0.66824, -3.95471], [-4.10696, 3.47324, -3.87050], [-2.10804, 3.14479, -1.99255], [-2.76232, -0.67966, 1.93420], [-5.06393, -2.16688, 1.89706], [-6.43047, -3.23237, 0.14971], [-6.59670, -2.19614, -1.27279], [-5.56160, -3.63320, -1.33481], [0.95186, -1.94477, -2.15854], [0.20217, -3.83339, -3.97230], [-1.86473, -4.34382, -5.21971], [-3.21199, -4.32166, -4.07706], [-3.08827, -3.07210, -5.32912], [-0.48651, -0.17922, 1.78658], [-0.38598, 1.09333, 2.42461], [-0.32181, 2.15513, 1.19323], [0.49044, 3.03696, 1.19661], [-1.22448, 1.85899, 0.29807], [0.83357, 1.26440, 3.28779], [0.87394, 2.32754, 4.19039], [1.96805, 2.51048, 5.01587], [3.04749, 1.64101, 4.94440], [3.02752, 0.59650, 4.03632], [1.93398, 0.41590, 3.20267], [-1.67504, 1.35912, 3.19843], [-2.51986, 2.43696, 2.95860], [-3.63896, 2.63945, 3.75675], [-3.91767, 1.77519, 4.80260], [-3.08220, 0.69416, 5.04372], [-1.96809, 0.48675, 4.24716], [0.37832, -0.60889, 1.75146], [0.03726, 3.01070, 4.24927], [1.98184, 3.33825, 5.71204], [3.90662, 1.77671, 5.58759], [3.86944, -0.07646, 3.96397], [1.96829, -0.40907, 2.49557], [-2.30758, 3.14933, 2.17308], [-4.28092, 3.48982, 3.56784], [-4.78169, 1.94708, 5.43054], [-3.28756, 0.02440, 5.86879], [-1.30116, -0.34226, 4.45448], [0.37694, 1.62719, -1.72896], [1.26622, 1.02442, -1.07192], [2.54508, 1.30287, -0.87155], [3.25342, 0.07642, -0.48565], [2.03098, -0.83722, -0.12295], [2.05836, -1.94791, 0.34467], [0.90438, -0.15490, -0.49749], [3.96698, -0.54535, -1.70421], [4.03895, 0.12308, -2.92575], [4.77761, -0.40572, -3.97545], [5.43623, -1.61425, -3.82466], [5.34142, -2.29956, -2.62196], [4.61500, -1.77082, -1.56789], [4.25567, 0.27080, 0.65022], [4.94727, 1.47644, 0.73085], [5.96197, 1.64032, 1.65943], [6.29855, 0.60930, 2.52117], [5.60849, -0.59121, 2.45302], [4.58917, -0.75811, 1.52759], [2.99565, 2.12793, -1.23081], [3.53141, 1.06301, -3.08718], [4.84129, 0.13634, -4.90965], [6.02110, -2.01897, -4.63956], [5.84794, -3.24806, -2.50214], [4.55239, -2.31830, -0.63780], [4.71190, 2.29459, 0.06082], [6.51443, 2.57008, 1.69025], [7.08480, 0.73973, 3.25267], [5.86467, -1.40684, 3.11663], [4.05125, -1.69144, 1.50272]], "forces_ev_per_angstrom": [[1.632, 1.651, 1.381], [-0.266, -0.156, -0.204], [0.158, -0.106, 0.171], [0.146, 0.112, 0.078], [-0.019, 0.213, -0.060], [0.072, 0.179, -0.011], [-0.037, -0.125, -0.111], [0.354, 0.182, 0.351], [-0.097, 0.013, -0.093], [0.347, 0.098, -0.179], [0.056, 0.026, 0.179], [0.108, 0.100, 0.120], [0.209, 0.105, -0.050], [-0.260, -0.119, -0.183], [-0.148, -0.054, 0.001], [0.049, -0.125, -0.337], [0.114, -0.151, -0.090], [0.161, 0.047, 0.102], [-0.015, 0.228, 0.099], [-0.232, -0.200, -0.133], [0.054, 0.022, 0.017], [0.071, 0.048, 0.004], [0.032, 0.052, 0.051], [-0.068, -0.024, 0.020], [-0.013, -0.002, -0.012], [0.073, 0.009, 0.044], [-0.020, -0.036, -0.037], [0.039, 0.032, 0.034], [0.023, 0.049, 0.057], [0.041, -0.002, 0.054], [-0.008, 0.021, -0.019], [-0.045, 0.005, -0.053], [0.033, 0.036, 0.007], [0.055, 0.006, 0.033], [0.067, 0.041, 0.003], [-0.456, -0.435, 0.312], [-0.366, 1.448, -1.280], [1.393, -1.054, 2.885], [-0.699, 0.071, -0.863], [-1.272, -1.018, -2.156], [0.336, -0.156, 0.240], [-0.053, -0.140, -0.051], [0.047, 0.080, -0.059], [0.021, -0.061, -0.028], [0.042, 0.046, 0.098], [-0.300, 0.082, 0.003], [0.120, -0.371, 0.134], [0.113, -0.064, 0.020], [-0.001, 0.034, 0.023], [-0.124, 0.048, -0.071], [0.043, -0.125, 0.040], [-0.067, 0.033, -0.019], [-0.094, 0.023, 0.157], [-0.021, 0.005, 0.035], [-0.010, -0.001, 0.005], [-0.021, 0.015, 0.032], [-0.149, 0.074, 0.101], [0.051, -0.020, 0.133], [0.019, 0.015, -0.050], [0.000, 0.002, 0.015], [0.008, -0.003, 0.014], [0.006, -0.003, -0.006], [0.018, 0.015, -0.004], [-1.138, -0.552, 0.031], [0.884, -0.479, 0.066], [0.018, 0.062, -0.201], [-0.032, -0.405, 0.208], [0.603, -0.027, 0.239], [-0.071, 0.101, -0.025], [-1.467, 0.511, -0.812], [0.002, 0.125, -0.144], [-0.045, -0.076, 0.123], [-0.004, -0.063, -0.039], [-0.011, 0.042, -0.054], [-0.011, -0.057, -0.004], [-0.076, -0.028, 0.023], [-0.010, 0.160, 0.049], [-0.089, -0.129, -0.043], [0.098, 0.125, -0.014], [-0.018, -0.112, 0.076], [0.118, 0.059, -0.195], [0.028, -0.003, -0.203], [-0.034, 0.001, -0.084], [-0.002, 0.066, 0.043], [-0.003, 0.004, 0.004], [0.005, -0.010, 0.010], [-0.010, 0.000, 0.033], [0.044, 0.030, 0.029], [0.060, 0.015, 0.032], [-0.069, 0.035, 0.041], [0.044, 0.018, -0.056], [-0.019, 0.005, 0.024], [-0.047, -0.130, -0.053]], "mulliken_charge": [1.78, -0.81, 0.18, -0.46, -0.65, 0.10, 0.17, -0.31, 0.19, 0.10, -0.23, -0.90, 0.19, -0.79, 0.20, 0.22, -0.69, -0.78, 0.13, -0.80, 0.32, 0.34, 0.34, 0.46, 0.57, 0.43, 0.48, 0.33, 0.33, 0.33, 0.74, 0.48, 0.33, 0.32, 0.34, -0.94, 3.51, -0.27, -0.59, -0.62, 0.56, -0.38, -0.92, -0.84, -0.92, -0.29, -1.17, -0.32, -0.98, -0.53, -0.92, -0.09, 0.09, 0.47, 0.45, 0.44, 0.66, 0.59, 0.55, 0.47, 0.45, 0.47, 0.41, -0.80, -0.12, 0.05, 2.72, -1.01, -0.59, 0.52, 0.01, -0.34, -0.95, -0.54, -1.02, -0.11, 0.24, -0.57, -0.95, -0.54, -1.00, -0.07, 0.48, 0.41, 0.44, 0.42, 0.45, 0.41, 0.36, 0.46, 0.44, 0.47, 0.39]}